Formula: C50H36CoFN10OS
Source: the Open Molecules 2025 dataset
Level of theory: ωB97M-V with the def2-TZVPD basis set

Output
Net charge ... -1
ΔE to the lowest compared entry with this formula, charge and spin ... 0.0 kJ/mol
E_LUMO (spin up / spin down) ... 0.0638 / 0.0411 Eh
2S+1 ... 2
⟨S²⟩ ... 0.80
DFT total energy ... -120568.1570 eV

XYZ file:
```
100
C50H36CoFN10OS ωB97M-V with the def2-TZVPD basis set
H -2.51 -3.43 3.57
C -2.24 -2.36 1.95
S -2.90 -0.99 2.51
H 3.80 9.30 -0.11
C 1.36 1.50 -5.16
H 2.19 2.96 -3.84
H -1.57 6.21 -6.35
H 2.72 0.88 -0.88
C 3.09 1.31 3.04
H 4.90 8.33 1.87
C 0.82 -0.63 -4.15
H -3.32 -0.89 -2.76
H -5.29 -8.85 2.30
C -1.87 -0.65 -1.15
C -3.24 -2.59 -1.51
C -0.64 4.57 -3.57
C -2.71 -3.28 -0.28
H -3.94 -3.17 -2.10
H -6.05 -6.60 1.58
H -2.39 -4.29 -0.52
H -0.11 -5.59 2.33
H -4.49 -2.65 0.55
C -0.69 5.60 -4.49
H 4.58 2.38 4.16
C 4.05 1.44 4.03
H 0.13 -2.69 2.64
C -3.21 -8.40 1.98
C 1.29 -0.16 -2.93
C -2.20 3.24 -4.83
H 0.42 -1.63 -4.26
C 2.47 6.21 -0.23
C 2.72 7.53 -0.61
H -2.87 -9.39 2.27
C 0.10 -4.31 4.06
N -1.61 1.40 -2.43
C 2.24 1.65 -1.47
C -4.09 -5.87 1.20
C -4.68 -4.55 0.78
H 1.46 -4.80 2.45
C 0.86 0.21 -5.24
C -0.23 -0.31 0.32
C 1.82 1.95 -3.93
H -0.73 -3.15 0.69
C -2.25 4.26 -5.77
C 2.59 2.25 2.03
C -4.57 -8.10 1.99
H -1.99 -5.42 0.98
H -0.10 6.50 -4.35
O -5.89 -4.44 0.64
H 3.81 -1.70 5.30
Co 0.83 2.36 -0.33
C 2.64 -0.98 3.66
C -1.27 0.60 -1.38
C -5.00 -6.85 1.60
H 4.46 5.98 2.54
C 1.47 0.35 1.74
C 3.98 6.41 1.67
H -0.63 -2.26 4.15
H -0.65 -4.82 4.68
N -3.86 -3.44 0.67
C -1.07 2.55 -2.59
C 0.13 4.41 -2.33
C 1.65 5.17 -0.78
H 2.23 7.95 -1.48
C -2.90 -1.35 -1.88
H 1.23 -0.81 -2.06
C 3.59 -0.86 4.65
N -0.26 0.81 -0.49
C 4.29 0.34 4.84
H 1.08 -6.17 3.49
C -2.73 -6.17 1.21
N 3.07 3.46 1.94
H 5.03 0.41 5.62
H -1.24 -7.66 1.59
C 4.22 7.72 1.29
N 0.93 5.34 -1.90
C 2.40 0.12 2.85
N 0.65 -0.55 1.33
C -0.52 -3.08 3.42
C 0.67 -5.28 3.03
C 1.78 1.13 -2.79
H 0.90 -3.99 4.75
H 1.36 2.14 -6.03
H -2.77 2.32 -4.95
H 2.09 -1.90 3.51
C 3.10 5.66 0.90
C 2.63 4.30 1.00
H -2.88 4.15 -6.64
C -2.30 -7.44 1.59
C -1.59 -2.50 0.56
H 2.93 2.48 -1.61
N 1.62 1.65 1.28
C -1.22 -1.21 -0.06
N -0.14 3.20 -1.77
C 3.59 8.27 0.16
F 0.40 -0.23 -6.44
N -1.83 -3.40 2.82
N 1.75 4.04 -0.01
C -1.50 5.43 -5.60
C -1.38 3.42 -3.73
```

=====

Formula: C50H36F6NO5P2PtS3Te4
Source: the Open Molecules 2025 dataset
Level of theory: ωB97M-V with the def2-TZVPD basis set

Output
Net charge ... +1
ΔE to the lowest compared entry with this formula, charge and spin ... 413.4 kJ/mol
E_LUMO (spin up / spin down) ... -0.1531 / -0.1926 Eh
2S+1 ... 5
⟨S²⟩ ... 6.05
DFT total energy ... -163959.9651 eV

XYZ file:
```
108
C50H36F6NO5P2PtS3Te4 ωB97M-V with the def2-TZVPD basis set
C 6.38 -0.67 -1.37
S 0.52 -3.31 -1.61
F -1.89 5.47 -2.56
H 7.06 -2.41 -2.52
C -0.92 -1.28 4.30
S -1.53 3.49 -0.91
C 1.05 -2.13 5.37
C -0.01 -4.34 -7.52
Pt 0.06 -0.70 -0.08
F -3.05 3.74 -3.06
C 1.56 -2.52 4.13
C 2.96 -3.56 -2.86
C 1.08 -0.40 -5.14
H 2.43 -4.21 -3.54
H 1.37 0.62 -4.98
H -1.91 -0.84 4.35
C -1.93 0.46 -4.08
H -5.19 -0.43 -3.97
O -1.27 2.26 -1.61
C 0.20 -3.59 -3.33
C -0.31 -5.21 -5.07
H 1.40 4.44 -3.91
C 6.28 -1.64 -2.57
C -3.26 0.41 -4.42
Te -0.65 1.47 1.45
C 2.31 -4.33 1.62
C -1.45 -0.26 -2.99
C 4.36 -5.36 2.38
Te 1.38 3.23 1.27
C 2.81 3.60 -2.53
C 0.43 -2.56 -4.28
C 3.59 -4.23 2.17
H 0.01 2.44 -4.00
C 4.75 -0.51 0.68
F -4.00 2.10 2.71
H 2.51 -3.04 4.10
H 2.19 -7.69 1.24
C 1.01 -0.86 -6.48
H 1.63 -2.30 6.26
H 4.72 -3.61 -4.12
C -2.65 4.50 -2.07
H -0.61 -6.22 -5.34
S -3.48 1.90 0.15
C -4.65 2.17 1.56
C 3.05 -2.27 -0.80
H -0.99 -1.51 2.17
C 2.33 -3.10 -1.73
H -0.98 -4.66 -7.91
H 1.24 -0.17 -7.28
C 3.15 2.49 -1.77
C 3.56 -1.04 1.22
C 1.22 1.30 -2.63
C 3.87 -6.61 2.03
P 1.33 -2.81 1.28
H -1.25 1.05 -4.69
C 4.92 -2.28 -2.44
H 4.00 -3.27 2.45
Te 1.82 1.23 3.20
H 2.61 0.50 -1.20
C 2.71 -1.87 0.53
O -4.17 2.32 -1.02
H -0.47 -2.44 -8.54
C -0.18 -4.86 -3.71
C -0.39 -1.65 3.07
H 1.22 -2.89 -8.64
H 5.35 -5.27 2.81
C -2.32 -1.10 -2.31
C 4.30 -1.84 -1.25
H 7.28 -0.83 -0.78
H -4.32 -1.84 -2.13
C 2.59 -6.72 1.51
C 0.87 -2.25 2.96
H -0.60 -1.24 6.42
O -3.00 0.55 0.26
F -5.23 3.35 1.44
C -4.14 -0.40 -3.71
C -0.19 -1.51 5.45
C 1.82 -5.59 1.30
C 1.68 3.57 -3.33
O 0.11 -4.55 -0.92
H 0.73 -5.06 -7.87
H 4.47 -7.50 2.17
H 3.35 -0.84 2.26
C -0.02 -4.27 -6.02
H 3.42 4.49 -2.48
H 0.82 -5.68 0.89
H 5.37 0.16 1.28
H -0.34 -5.59 -2.93
H 6.40 0.37 -1.70
C 0.89 2.43 -3.39
O -0.40 4.33 -0.64
C 2.35 1.35 -1.81
F -5.56 1.21 1.50
C 0.35 -2.90 -7.99
N -2.30 3.11 0.55
F -3.66 5.03 -1.42
C 0.35 -2.97 -5.61
C 0.60 -2.13 -6.71
C 0.76 -1.19 -4.05
P 0.32 -0.27 -2.49
Te 3.70 0.09 5.09
C 4.28 -3.19 -3.22
H 6.39 -1.14 -3.53
H -1.97 -1.71 -1.48
H 4.03 2.50 -1.13
H -3.63 1.00 -5.25
C 5.14 -0.94 -0.55
C -3.66 -1.18 -2.68
```

=====

Formula: C50H38BrCrF4N2P3S3
Source: the Open Molecules 2025 dataset
Level of theory: ωB97M-V with the def2-TZVPD basis set

Output
Net charge ... +1
ΔE to the lowest compared entry with this formula, charge and spin ... 0.0 kJ/mol
E_LUMO (spin up / spin down) ... -0.0994 / -0.0880 Eh
2S+1 ... 4
⟨S²⟩ ... 3.87
DFT total energy ... -225151.3924 eV

XYZ file:
```
102
C50H38BrCrF4N2P3S3 ωB97M-V with the def2-TZVPD basis set
S 0.57 -0.72 -2.85
H 6.37 -4.03 0.24
C 1.66 5.30 -0.26
H 0.10 0.96 4.23
C 2.40 4.91 0.85
H 0.17 4.74 -1.69
C 3.80 1.63 -1.33
C 0.24 2.77 -3.55
H 1.87 -1.67 6.13
H -3.33 2.76 -5.03
H -2.59 -2.57 2.83
H 1.77 6.30 -0.66
C 2.62 -4.91 -0.03
C 1.39 2.74 0.76
C 0.63 3.12 -0.34
H 3.71 1.32 -0.30
C 3.01 -3.60 0.22
C 0.77 4.42 -0.84
H 6.72 -2.57 -3.32
P 2.39 -0.69 -1.91
H 5.76 -4.76 -3.96
C -0.85 2.46 -2.74
H 4.91 3.42 -0.90
C 3.58 -5.90 -0.17
H 3.33 -5.15 -3.75
H -3.84 3.13 6.27
H -1.39 3.33 -6.46
H 2.98 -0.33 2.21
C 5.11 -3.97 -3.58
C -1.24 3.08 -5.42
C 2.26 3.63 1.36
C -4.20 1.14 0.63
C -3.71 3.41 1.20
C 4.37 -3.28 0.32
S -0.06 -2.93 -0.12
C -2.03 0.90 4.49
H 4.67 -2.26 0.52
C 4.00 2.39 -4.00
C 4.83 -1.74 -2.74
P -0.54 1.92 -1.04
H -3.02 -0.86 4.13
H 4.09 2.69 -5.04
P 1.80 -2.30 0.50
H 1.34 1.72 1.14
Br -2.69 -0.56 -1.00
C 3.23 0.85 -2.33
H 0.89 3.34 -5.51
C -2.55 3.33 0.45
H 5.67 -6.36 -0.19
F -5.65 2.36 2.03
C 1.80 -2.11 2.30
H 0.67 -3.58 5.13
H 5.09 4.09 -3.27
C -2.98 2.67 5.82
H -4.12 1.07 4.95
N -2.06 -1.96 2.22
H -2.99 2.22 -2.67
C 5.32 -4.28 0.17
C 3.46 -1.96 -2.62
C 4.47 2.80 -1.67
H 1.57 -5.15 -0.13
C -1.67 -0.76 2.66
H 2.84 3.32 2.22
C -0.62 2.62 5.38
H 1.24 2.77 -3.15
H 3.27 -6.92 -0.36
H 2.88 0.62 -4.44
H -1.50 -2.39 1.49
H 3.09 5.61 1.31
H 3.06 -0.06 4.68
N -2.25 -0.31 3.78
C 1.17 -2.86 4.49
C -2.16 2.17 -0.20
Cr -0.05 -0.53 -0.55
H 0.36 3.05 5.50
C -0.76 1.45 4.65
C 3.75 -4.20 -3.47
C -4.54 2.31 1.30
H 0.63 -3.87 2.67
C 2.52 -0.89 4.24
F -5.01 0.08 0.74
C 0.04 3.09 -4.88
C 2.49 -1.04 2.87
C 1.85 -1.79 5.06
C 5.65 -2.75 -3.22
H 5.25 -0.78 -2.46
C 3.34 1.23 -3.67
C -3.04 1.08 -0.10
H -1.60 4.14 6.53
F -4.03 4.53 1.83
C -2.13 2.45 -3.28
C 2.92 -3.19 -2.99
S -0.57 0.19 1.79
C -3.14 1.50 5.08
H 1.85 -3.36 -2.90
F -1.79 4.42 0.40
C 4.57 3.18 -3.00
C 1.16 -3.03 3.12
C 2.00 -0.77 -0.24
C 4.93 -5.59 -0.07
C -2.33 2.76 -4.62
C -1.72 3.23 5.96
```

=====

Formula: C50H39N11OSiTi
Source: the Open Molecules 2025 dataset
Level of theory: ωB97M-V with the def2-TZVPD basis set

Output
ΔE to the lowest compared entry with this formula, charge and spin ... 13.0 kJ/mol
E_LUMO (spin up / spin down) ... -0.0501 / -0.0505 Eh
2S+1 ... 1
DFT total energy ... -101919.7157 eV

XYZ file:
```
103
C50H39N11OSiTi ωB97M-V with the def2-TZVPD basis set
H 0.11 -3.96 1.10
C -4.05 0.33 2.14
C 1.74 -3.47 4.16
C -1.09 -3.63 4.28
H -7.09 0.67 3.52
C 5.84 3.14 2.49
C -0.92 -4.20 0.88
C -0.73 1.98 -4.46
C 0.16 2.77 -5.16
H -1.94 6.40 -3.39
C -0.95 -1.37 2.98
H 6.91 1.81 3.79
H 6.64 3.88 2.50
H 0.50 -3.24 -1.93
C -0.29 -4.62 4.82
Ti 0.31 0.20 0.38
C -1.34 2.62 -0.65
H 5.09 0.10 3.84
C -6.43 1.64 1.73
N 0.09 -0.61 2.54
C 3.85 1.25 2.53
C -2.32 -0.24 -3.44
N -0.19 2.18 -0.04
C 2.41 2.32 1.13
H 2.41 -0.41 -4.26
H 2.81 -0.63 0.13
C 1.48 2.80 -4.76
C 0.95 -2.63 -2.70
C -0.01 6.12 -2.49
H -2.82 -1.00 -2.86
C -5.39 1.87 0.84
H -4.95 -0.54 3.89
C -5.08 0.11 3.04
C 1.84 2.06 -3.64
C -0.45 -2.55 3.68
N -1.61 -1.30 -1.17
C -1.90 4.64 -2.18
C -2.82 -5.65 1.00
H -3.28 -6.57 1.34
C -1.49 -5.38 1.30
H 4.61 -2.32 -1.11
N 2.44 -0.68 2.92
H 0.17 -2.00 -3.14
C -2.67 -0.14 2.09
C 2.14 -0.30 -0.68
N -1.99 0.48 1.10
N -0.85 -0.20 -1.51
H -2.17 -3.69 4.30
H 2.86 2.08 -3.27
C 3.68 -2.83 -1.37
H -1.99 -0.67 -4.39
H 2.49 0.67 -1.03
H 3.31 -3.34 -0.48
C 0.80 5.34 -1.68
O 0.07 -1.65 0.31
C 3.17 -0.81 -3.60
H 3.92 -3.59 -2.12
H 2.82 -3.40 4.09
N -2.23 -1.09 2.89
N 0.99 1.31 -2.97
C -1.15 0.28 -2.67
N -2.57 2.21 -0.45
H 1.70 -5.35 5.17
H 4.58 4.29 1.17
N 1.97 3.22 0.27
C -3.00 -3.55 -0.16
H -0.75 -5.47 5.31
C 5.00 1.01 3.27
H -5.50 2.53 0.00
H 2.22 3.38 -5.29
C -2.86 1.31 0.47
C 2.63 0.49 2.34
H -2.93 4.36 -2.36
H -3.04 0.56 -3.65
H 0.39 7.03 -2.93
H 3.86 -0.01 -3.35
H 3.73 -1.57 -4.15
H -0.91 -6.09 1.87
C -1.67 -3.28 0.15
H 1.32 -3.29 -3.49
H -4.60 -4.96 0.04
C 0.78 3.14 -0.28
H -7.38 2.13 1.57
C 0.94 -2.47 3.64
C 5.99 1.97 3.24
C -1.04 -2.00 -0.24
N 1.78 1.17 1.51
C -1.34 5.77 -2.74
C -4.19 1.21 1.07
Si 2.39 -1.58 -2.04
H 1.83 5.61 -1.49
C -3.57 -4.74 0.27
C -6.27 0.79 2.82
C 0.25 4.19 -1.14
C 1.10 -4.55 4.75
C 4.70 3.39 1.75
C 3.70 2.42 1.78
C 1.23 -1.21 2.96
H -1.77 1.95 -4.76
H -3.56 -2.83 -0.73
C -0.28 1.25 -3.37
C -1.09 3.85 -1.38
H -0.17 3.35 -6.01
```